{"formula": "C28H40BN7O5", "method": "wB97M-V/def2-TZVPD", "homo_lumo_gap_ev": 7.947, "smiles": "O=C(NB(O)O)OCCCO.c1cc[nH]c1.c1cc[nH]c1.c1cc[nH]c1.c1cc[nH]c1.c1cc[nH]c1.c1cc[nH]c1", "lumo_energy_ev": -0.12, "multiplicity": 1, "mol_weight_da": 565.48, "elements": ["H", "H", "C", "C", "C", "O", "N", "C", "H", "H", "O", "H", "C", "C", "H", "H", "H", "H", "C", "O", "H", "C", "H", "H", "O", "C", "N", "N", "C", "O", "C", "H", "C", "C", "H", "H", "H", "H", "C", "N", "H", "H", "C", "H", "H", "C", "C", "H", "H", "H", "H", "H", "C", "C", "H", "H", "H", "H", "H", "C", "C", "H", "H", "H", "H", "N", "C", "N", "H", "N", "H", "C", "H", "C", "B", "C", "C", "H", "C", "H", "C"], "xyz": [[-5.1389, 0.5966, -4.2676], [2.4444, -1.3594, 4.2869], [4.4031, 3.8783, -1.4822], [3.8054, -4.3639, 5.7025], [-4.4294, -1.4638, -4.3447], [3.0575, -2.0247, 0.7469], [-4.1062, -2.3466, -3.3510], [2.2501, -0.6863, 3.4757], [-4.3116, 2.8767, -3.4085], [-2.9948, -3.4509, 0.7655], [1.8165, 1.7559, 2.3451], [-3.2445, -0.9756, 1.0900], [-7.0009, 4.4678, -4.3076], [-4.2945, -1.7559, -2.1303], [2.1516, -0.2086, 0.8113], [1.1479, -1.5453, 0.3113], [-4.0974, -2.2922, -1.2185], [5.0845, 3.9337, -2.3153], [1.1582, 1.3339, 3.1897], [-2.1403, 0.6728, 2.3025], [-0.1612, 2.7132, 3.5740], [4.7855, -5.1198, 5.1192], [-4.9755, 0.2431, -1.5824], [7.5064, -0.9414, -4.0696], [1.6106, 0.4511, 4.0660], [-6.6513, 5.2096, -3.2119], [-0.1869, 1.7044, 3.4282], [-6.0695, 3.4765, -4.4574], [-4.8226, -0.2940, -3.7521], [-0.8768, 2.1827, 1.0727], [1.9079, -1.2445, 1.0222], [-5.3746, -0.2989, 2.2083], [5.8267, -0.1521, -2.9218], [1.3970, -1.4206, 2.4334], [1.9149, 4.7168, 0.5325], [5.7561, -5.3228, 5.5392], [-4.9158, 4.9787, -1.8132], [2.2881, -5.2009, 2.9482], [3.0123, -5.0877, 3.7373], [3.3853, 3.1873, 0.3616], [-1.9751, -0.0956, 2.8657], [3.7794, -3.8391, 6.6421], [-5.8024, -2.4883, 2.2275], [-6.7691, -2.5689, 2.6952], [-4.3513, -1.7424, -5.3816], [5.3145, 1.4989, -4.3370], [-4.7373, -0.4789, -2.3460], [1.8665, -3.8650, 5.0266], [0.3687, -1.0901, 2.5018], [1.3655, -2.4797, 2.6373], [5.0277, 2.0440, -0.3716], [4.7612, 2.3484, -4.6997], [4.3984, 2.9074, -0.5132], [6.7135, -0.2200, -3.9636], [-5.2327, -4.6047, 1.7643], [4.2344, 1.1873, -2.5500], [-3.7810, -3.2847, -3.4950], [3.4925, -2.2699, 1.5690], [6.8838, 1.0657, -5.7900], [-3.8569, -2.9988, 1.2273], [-5.1311, 3.5732, -3.4662], [3.0727, 5.6631, -1.7275], [-7.8278, 4.5591, -4.9908], [3.1455, 2.6370, 1.1707], [3.1918, -0.4096, 3.0214], [-3.9410, -1.6400, 1.3820], [-5.4628, 4.6416, -2.6776], [4.9827, 0.8980, -3.1555], [-7.1869, 6.0643, -2.8341], [2.7301, -4.3463, 4.8548], [4.7952, -6.1995, 3.1560], [3.3519, 4.7821, -1.1742], [-6.0745, 2.7847, -5.1839], [6.3878, 0.8297, -4.8635], [-1.0705, 1.4946, 2.2485], [-4.9987, -3.5534, 1.7405], [2.7457, 4.3277, -0.0311], [-0.2131, 1.7051, 0.5578], [-5.1216, -1.3231, 1.9940], [5.7244, -0.7582, -2.0375], [4.2826, -5.5786, 3.8713]], "forces_ev_per_a": [[-0.02, -0.01, 0.00], [0.23, -0.07, 0.59], [0.01, -0.02, -0.05], [-0.03, 0.05, 0.01], [0.04, -0.05, -0.02], [0.12, -0.24, 0.05], [-0.03, 0.06, 0.00], [0.14, -0.44, -0.20], [0.01, 0.01, 0.02], [-0.01, -0.02, 0.01], [3.04, 1.90, -4.14], [-0.11, 0.09, -0.02], [0.00, -0.03, -0.06], [0.09, -0.07, -0.03], [-0.05, 0.39, 0.08], [-0.21, -0.16, -0.21], [-0.09, 0.00, -0.01], [0.02, 0.00, 0.02], [-2.60, -0.92, 3.18], [0.05, -1.14, -0.11], [-0.11, 0.06, -0.07], [0.02, 0.01, 0.00], [-0.02, 0.00, -0.01], [0.00, 0.00, 0.00], [-0.49, -1.39, 0.67], [-0.01, 0.02, 0.01], [-0.18, 0.05, 0.53], [-0.01, 0.01, 0.04], [0.00, 0.01, -0.04], [0.12, -0.23, 0.01], [0.09, -0.05, -0.31], [-0.01, 0.00, -0.01], [-0.04, 0.02, 0.06], [0.18, 0.56, -0.06], [-0.01, 0.00, -0.02], [0.00, -0.01, 0.00], [0.00, 0.00, 0.00], [0.01, -0.03, 0.00], [-0.05, 0.09, -0.04], [0.13, -0.05, 0.00], [-0.47, 0.41, 0.54], [0.01, -0.01, 0.00], [-0.01, 0.02, 0.02], [0.00, 0.00, -0.01], [0.00, 0.02, 0.00], [-0.04, 0.04, 0.03], [0.01, 0.05, 0.05], [-0.02, -0.09, 0.06], [-0.40, 0.18, 0.04], [0.05, -0.46, 0.19], [0.06, 0.04, 0.00], [0.01, 0.00, -0.01], [-0.06, -0.07, 0.05], [0.02, -0.03, 0.00], [0.00, 0.00, 0.00], [0.04, 0.09, -0.01], [-0.03, 0.01, 0.00], [0.07, -0.02, -0.02], [0.00, 0.00, 0.00], [0.08, 0.05, 0.00], [0.04, -0.05, -0.05], [0.00, 0.00, 0.00], [0.00, 0.02, 0.01], [-0.05, 0.10, -0.11], [0.38, 0.27, -0.01], [0.11, -0.11, 0.06], [0.00, 0.00, 0.02], [-0.01, -0.12, -0.06], [0.00, 0.00, 0.00], [-0.01, 0.06, -0.03], [0.00, -0.01, 0.00], [-0.04, 0.02, 0.01], [-0.01, 0.02, 0.01], [0.00, 0.01, -0.03], [-0.02, 0.67, -0.35], [0.01, -0.04, 0.00], [-0.02, -0.02, 0.02], [0.06, 0.51, -0.28], [0.01, 0.06, -0.03], [0.01, -0.01, -0.01], [0.02, 0.00, -0.02]], "mulliken_charge": [0.21, 0.18, -0.38, -0.52, -0.72, -0.54, 0.03, -0.22, 0.43, 0.52, -0.53, 0.23, -0.48, -0.51, 0.12, 0.37, 0.29, 0.53, 0.13, -0.46, 0.30, -0.38, 0.51, 0.39, -0.39, -0.40, -0.24, 0.03, -0.01, -0.42, -0.20, 0.43, -0.44, -0.50, 0.41, 0.41, 0.41, 0.42, -0.50, 0.14, 0.32, 0.39, -0.52, 0.41, 0.38, -0.54, -0.37, 0.24, 0.08, 0.29, 0.54, 0.42, -0.91, -0.49, 0.43, 0.28, 0.18, 0.31, 0.41, -0.82, -0.45, 0.41, 0.37, 0.37, 0.37, 0.29, -0.49, 0.01, 0.38, 0.01, 0.43, -0.72, 0.20, -0.45, 0.50, -0.38, -0.23, 0.28, -0.54, 0.42, -0.46]}